[1]
Here is a structure of composition C14H9AsEuN2O10S in a non-equilibrium geometry from the Open Molecules 2025 dataset. Energies are from ωB97M-V/def2-TZVPD.

The geometry in XYZ format:
```
38
Properties=species:S:1:pos:R:3:forces:R:3:mulliken_spin:R:1
Eu -0.376 0.585 -0.745 2.592 -3.625 1.731 6.916
O 2.563 1.664 2.530 -0.011 0.130 0.548 0.000
C 1.836 0.787 1.823 0.006 -0.176 -0.657 0.004
O 2.095 0.506 0.682 0.254 0.069 0.310 0.005
C 0.655 0.211 2.524 -0.263 0.009 0.091 0.005
C 0.355 0.367 3.865 0.109 0.037 -0.001 0.000
C -0.869 -0.121 4.313 -0.003 -0.017 -0.054 0.004
C -1.735 -0.715 3.412 -0.029 -0.011 0.034 0.002
C -1.337 -0.836 2.083 -0.147 -0.203 -0.288 0.002
N -0.160 -0.399 1.668 0.067 -0.093 0.562 0.013
C -2.217 -1.458 0.959 0.439 -0.056 0.009 0.006
O -3.244 -2.047 1.308 -0.067 0.023 0.150 0.001
O -1.718 -1.295 -0.186 -0.750 -0.835 0.394 0.001
H 3.160 2.086 1.900 0.020 -0.013 -0.196 0.000
H 1.046 0.874 4.525 -0.026 0.026 -0.013 0.000
H -1.148 -0.009 5.355 -0.010 0.006 -0.006 0.001
H -2.716 -1.073 3.691 0.023 -0.033 -0.008 0.000
O 1.230 3.624 -0.292 -0.141 0.118 -0.056 -0.003
As -0.585 3.444 -0.212 1.475 2.200 0.798 0.026
O -1.065 4.857 0.463 -0.486 0.303 -0.192 0.000
O -0.638 2.116 0.772 -0.503 1.214 1.176 -0.011
C -0.850 3.582 -2.177 -0.195 -0.183 0.255 0.011
C -0.216 4.715 -2.681 0.003 -0.041 0.020 0.006
C -0.312 5.035 -4.022 0.025 0.040 0.018 0.000
C -1.053 4.233 -4.881 -0.034 -0.042 0.008 0.001
C -1.703 3.119 -4.384 -0.055 -0.058 -0.071 0.000
C -1.602 2.798 -3.038 -0.168 -0.054 0.287 -0.001
S -2.409 1.317 -2.436 -0.651 0.364 -1.111 0.001
O -2.501 1.559 -0.994 -1.161 0.461 -0.441 -0.004
O -3.654 1.171 -3.142 -0.106 0.063 -0.098 0.001
O -1.415 0.266 -2.695 -1.420 -0.053 -1.852 0.000
H 1.429 4.493 0.075 -0.197 0.018 0.051 0.001
H 0.350 5.336 -2.002 0.033 0.029 -0.066 0.001
H 0.196 5.915 -4.399 -0.002 -0.008 -0.006 0.000
H -1.127 4.479 -5.934 0.007 0.001 0.002 0.000
H -2.305 2.482 -5.021 0.025 0.021 -0.016 0.000
N 2.061 1.743 -3.046 0.065 -0.156 0.007 0.010
C 1.458 1.157 -2.240 1.282 0.523 -1.320 0.001
```
Forces are in eV/Å.

Properties
- HOMO (spin up / spin down) (eV) = 0.3580 / -3.2619
- total charge = -2
- energy relative to the best compared isomer or geometry (same formula, charge and spin) (kcal per mole) = 0.00
- DFT total energy (eV) = -129125.2850
- multiplicity = 8

***

[2]
Here is a cluster of 2 separate species, C14H9FNS in total in a non-equilibrium geometry from the Open Molecules 2025 dataset. Energies are from ωB97M-V/def2-TZVPD.

The geometry in XYZ format:
```
26
Properties=species:S:1:pos:R:3:forces:R:3:mulliken_charge:R:1
C -0.015 1.663 2.785 -0.113 -0.146 0.006 -0.024
C 0.037 1.505 1.598 0.092 0.203 -0.452 -0.655
N 0.088 1.243 0.238 -0.267 -1.429 1.202 0.021
C -1.220 0.710 -0.126 -0.787 0.576 -0.227 0.274
C -2.330 1.424 0.318 -0.163 0.310 0.021 -0.450
C -3.618 1.021 0.027 -0.423 -0.152 0.010 -0.612
C -3.846 -0.131 -0.718 0.279 0.320 0.155 -0.523
C -2.750 -0.832 -1.183 -0.623 -0.082 -0.123 -0.606
C -1.453 -0.419 -0.905 1.475 -0.060 -0.010 0.569
S -0.147 -1.418 -1.570 -0.520 -0.488 -0.318 -0.154
C 1.267 -0.790 -0.729 -0.952 0.049 -0.121 0.384
C 2.421 -1.548 -0.883 0.807 -0.402 -0.112 -0.655
C 3.604 -1.131 -0.304 0.089 0.665 0.419 -0.541
C 3.615 0.048 0.441 -0.081 -0.166 -0.113 -0.622
C 2.447 0.772 0.603 0.329 0.399 0.139 -0.444
C 1.246 0.370 0.028 0.826 0.325 -0.218 0.384
H -0.131 1.545 3.835 0.091 0.277 0.002 0.429
H -2.214 2.330 0.902 0.226 -0.099 -0.023 0.387
H -4.463 1.594 0.395 0.133 0.031 0.010 0.335
H -4.858 -0.461 -0.920 0.075 -0.035 -0.072 0.374
H -2.935 -1.718 -1.783 0.345 -0.032 0.059 0.376
H 2.377 -2.483 -1.468 -0.518 0.022 -0.031 0.570
H 4.534 -1.678 -0.403 -0.192 -0.193 -0.163 0.391
H 4.528 0.420 0.894 -0.034 -0.059 -0.010 0.340
H 2.508 1.688 1.182 -0.245 -0.041 -0.051 0.370
F 1.310 -3.725 -2.254 0.155 0.207 0.022 -0.915
```
Forces are in eV/Å.

Properties
- HOMO (eV) = -4.1808
- total charge = -1
- DFT total energy (eV) = -29705.3854

***

[3]
Here is a structure of composition C15H10CdCl5N3OS in a non-equilibrium geometry from the Open Molecules 2025 dataset. Energies are from ωB97M-V/def2-TZVPD.

The geometry in XYZ format:
```
36
Properties=species:S:1:pos:R:3:forces:R:3:mulliken_charge:R:1
Cd 2.322 -12.185 7.527 -1.262 -1.055 0.712 0.681
N 1.442 -8.042 5.636 0.620 3.106 -2.379 -0.453
C 1.470 -9.159 6.369 -1.262 -0.716 2.405 0.599
S 2.870 -10.117 6.310 0.182 0.976 -0.725 -0.606
N 0.420 -9.321 7.176 0.017 1.720 -0.599 -1.245
N 0.497 -10.315 8.055 -0.425 -2.520 3.020 0.805
C -0.266 -10.334 9.155 1.445 1.084 -4.230 -1.002
C -0.486 -11.395 10.065 -0.127 -2.458 2.100 0.428
C -1.721 -11.501 10.789 1.137 0.914 -0.579 -0.494
C -2.018 -12.491 11.704 -0.480 -0.345 -0.539 -0.687
C -1.078 -13.509 11.845 -0.670 -0.031 1.242 -0.229
C 0.158 -13.429 11.255 -1.710 -0.611 0.939 -0.499
C 0.547 -12.416 10.400 -0.332 2.328 -1.255 0.352
O 1.746 -12.361 10.010 0.434 0.362 -0.513 -0.723
H 2.324 -7.747 5.133 -1.819 -0.758 1.080 0.188
H 0.714 -7.313 5.800 0.982 -1.248 -0.005 0.261
H -0.910 -9.495 9.225 -0.898 1.031 0.260 0.381
H -2.468 -10.731 10.704 -0.145 0.481 -0.497 0.303
H -3.017 -12.558 12.177 0.734 0.147 -0.259 0.294
H -1.401 -14.267 12.575 0.741 -0.188 -0.436 0.272
H 0.905 -14.123 11.458 1.146 -1.352 0.367 0.427
Cl 4.933 -11.242 9.262 0.256 -0.554 -1.069 -0.205
C 5.423 -11.927 7.646 0.643 0.193 -0.425 0.872
C 4.501 -12.177 6.676 -0.124 -0.853 0.323 -1.679
C 4.834 -12.673 5.416 -0.492 0.396 2.104 0.259
Cl 3.495 -13.106 4.339 0.869 0.010 -0.050 -0.194
C 6.158 -12.926 5.209 0.949 -0.456 -1.268 0.852
Cl 6.720 -13.672 3.738 -0.224 -0.131 -0.643 -0.265
C 7.154 -12.672 6.160 0.220 -0.175 0.089 -0.104
Cl 8.841 -13.071 5.809 -0.687 0.293 0.351 -0.224
C 6.778 -12.188 7.399 -0.298 0.112 0.989 0.330
Cl 7.908 -12.084 8.719 0.382 0.085 -0.197 -0.236
C 1.386 -14.252 7.565 2.371 0.653 0.129 -1.291
H 2.039 -14.787 6.822 -0.908 0.023 0.847 0.280
H 0.371 -14.135 7.297 -1.118 -0.234 -0.343 0.333
H 1.551 -14.479 8.641 -0.147 -0.230 -0.943 0.223
```
Forces are in eV/Å.

Properties
- HOMO (eV) = -0.6444
- total charge = -2
- energy relative to the best compared isomer or geometry (same formula, charge and spin) (kcal per mole) = 23.12
- DFT total energy (eV) = -100245.3322

***

[4]
Here is a structure of composition C15H10Cl3F3O9PdS from the Open Molecules 2025 dataset. Energies are from ωB97M-V/def2-TZVPD.

The geometry in XYZ format:
```
42
Properties=species:S:1:pos:R:3:forces:R:3:mulliken_spin:R:1
Pd -0.016 0.492 0.125 -0.044 0.140 0.153 1.602
O -1.840 -2.783 -1.828 0.037 -0.121 0.047 0.038
C -1.567 -1.902 -1.044 -0.150 0.247 -0.226 0.038
O -0.434 -1.310 -0.925 0.106 -0.084 0.177 0.136
C -2.736 -1.417 -0.100 0.089 0.010 0.027 0.026
C -2.287 -1.249 1.361 -0.014 0.014 0.025 -0.002
C -3.510 -1.151 2.275 0.004 0.004 0.000 0.012
C -4.040 0.267 1.943 0.016 0.010 0.045 0.033
C -3.014 0.744 0.897 -0.002 -0.071 -0.111 0.017
O -1.807 0.122 1.383 0.046 -0.007 0.037 0.064
C -3.295 -0.042 -0.363 -0.117 -0.119 0.206 0.419
C -2.327 0.861 -1.898 0.396 0.424 -0.749 0.046
O -2.971 0.618 -2.856 -0.006 -0.152 0.540 0.207
O -1.387 1.439 -1.406 -0.373 -0.269 0.059 0.167
H -3.508 -2.174 -0.222 -0.012 -0.006 0.016 0.000
H -1.488 -1.911 1.680 0.005 0.005 0.004 0.000
H -3.212 -1.225 3.318 0.003 0.007 0.004 0.001
H -4.230 -1.940 2.065 0.000 0.000 0.003 -0.002
H -3.992 0.925 2.809 -0.013 -0.004 0.009 0.009
H -5.058 0.275 1.559 0.006 -0.003 -0.011 0.000
H -2.864 1.815 0.807 -0.013 0.006 0.013 0.011
H -4.283 0.037 -0.800 0.060 0.055 -0.123 0.000
Cl 6.153 -2.881 -2.739 -0.003 0.009 0.001 0.052
C 4.869 -1.858 -2.251 -0.024 0.004 0.023 0.274
C 4.144 -2.188 -1.102 0.021 0.001 0.021 -0.084
C 3.113 -1.387 -0.696 0.031 -0.235 0.045 0.179
Cl 2.253 -1.773 0.724 0.072 -0.045 -0.061 0.038
C 2.732 -0.208 -1.451 0.124 0.022 -0.168 0.089
O 1.784 0.532 -1.167 -0.230 0.255 -0.032 0.364
C 3.555 0.088 -2.624 -0.026 0.004 0.027 0.199
Cl 3.165 1.489 -3.515 -0.021 0.003 0.013 0.035
C 4.585 -0.718 -3.012 -0.034 -0.016 0.042 -0.087
H 4.402 -3.070 -0.534 0.006 -0.005 -0.003 -0.002
H 5.170 -0.486 -3.890 0.000 0.000 0.001 -0.002
F 3.570 2.886 1.844 -0.001 0.003 0.025 0.000
C 2.389 3.215 1.319 0.023 0.033 0.085 -0.001
F 2.194 4.521 1.488 -0.021 -0.006 0.006 0.000
F 2.428 2.962 0.009 0.004 -0.028 -0.044 -0.001
S 1.041 2.255 2.134 0.148 0.044 -0.027 -0.003
O -0.115 2.488 1.248 0.097 -0.007 -0.111 0.069
O 0.967 2.786 3.454 -0.091 -0.056 0.012 0.011
O 1.465 0.857 1.983 -0.099 -0.064 -0.003 0.048
```
Forces are in eV/Å.

Properties
- HOMO (spin up / spin down) (eV) = -9.3048 / -9.6879
- total charge = 0
- energy relative to the best compared isomer or geometry (same formula, charge and spin) (kcal per mole) = 0.00
- DFT total energy (eV) = -94176.2146
- multiplicity = 5

***

[5]
Here is a structure of composition C15H10Cl3N4ORuS2 from the Open Molecules 2025 dataset. Energies are from ωB97M-V/def2-TZVPD.

The geometry in XYZ format:
```
36
Properties=species:S:1:pos:R:3:forces:R:3:mulliken_spin:R:1
Ru 0.422 -0.215 0.229 0.345 0.147 -0.595 0.815
S 0.181 -0.595 2.477 0.055 -0.158 0.011 -0.013
C -0.736 -2.014 2.064 0.072 0.185 -0.029 -0.035
S -0.841 -2.085 0.313 -0.020 0.057 0.124 0.019
C -1.304 -2.902 2.922 0.035 0.071 -0.094 0.079
C -2.063 -4.002 2.422 -0.074 -0.036 0.044 -0.009
N -2.692 -4.871 2.007 0.020 -0.001 -0.034 0.022
C -1.178 -2.731 4.333 0.007 -0.069 0.065 -0.008
N -1.076 -2.593 5.470 -0.002 0.038 -0.005 0.024
Cl 5.021 -1.326 -5.161 0.013 -0.003 -0.028 0.000
C 4.223 -1.077 -3.643 -0.037 0.010 -0.021 0.001
C 2.880 -0.749 -3.627 0.011 -0.011 -0.009 -0.002
C 2.282 -0.559 -2.398 0.091 -0.074 0.048 -0.010
Cl 0.579 -0.148 -2.326 0.055 0.064 0.181 0.001
C 2.946 -0.680 -1.175 -0.096 0.064 -0.129 0.017
O 2.359 -0.461 -0.010 -0.272 -0.133 0.305 0.088
C 4.308 -1.014 -1.250 -0.038 0.001 -0.086 0.008
Cl 5.197 -1.175 0.215 0.028 -0.006 0.050 0.001
C 4.939 -1.211 -2.464 -0.005 0.001 0.052 0.000
H 2.319 -0.646 -4.544 0.001 -0.001 -0.002 0.000
H 5.988 -1.469 -2.488 0.001 -0.001 0.005 0.000
C -4.711 1.743 0.690 -0.015 0.011 0.010 0.001
C -3.236 1.839 0.511 0.077 -0.038 -0.049 0.002
C -2.380 2.922 0.514 0.001 0.026 0.004 -0.002
C -1.092 2.402 0.323 -0.047 0.042 -0.045 -0.015
N -1.171 1.084 0.187 -0.117 -0.235 0.279 0.007
N -2.468 0.754 0.312 -0.120 0.052 -0.115 0.012
C 0.230 3.086 0.254 0.006 0.025 0.009 -0.003
H -5.147 2.738 0.699 0.002 0.000 0.003 0.000
H -4.956 1.255 1.634 -0.001 -0.006 -0.003 0.000
H -5.171 1.174 -0.118 0.001 -0.004 0.002 0.000
H -2.649 3.955 0.648 0.000 0.002 0.000 -0.001
H -2.726 -0.221 0.261 0.035 -0.026 0.049 -0.004
H 0.155 4.102 0.637 0.009 0.001 0.000 0.001
H 0.594 3.134 -0.774 -0.004 0.005 0.004 0.002
H 0.976 2.557 0.854 -0.017 -0.002 -0.002 0.001
```
Forces are in eV/Å.

Properties
- HOMO (spin up / spin down) (eV) = -8.3747 / -8.5623
- total charge = 0
- energy relative to the best compared isomer or geometry (same formula, charge and spin) (kcal per mole) = 0.00
- DFT total energy (eV) = -85544.7565
- multiplicity = 2

***

[6]
Here is a structure of composition C15H10Cl5NNiO7S2 from the Open Molecules 2025 dataset. Energies are from ωB97M-V/def2-TZVPD.

The geometry in XYZ format:
```
41
Properties=species:S:1:pos:R:3:forces:R:3:mulliken_charge:R:1
Ni -0.140 0.063 0.926 0.066 0.155 -0.446 0.595
Cl -2.592 2.018 1.468 -0.001 0.096 -0.055 -0.185
C -2.867 0.323 1.711 0.085 0.003 0.139 1.386
C -1.759 -0.534 1.718 -0.302 -0.226 -0.241 -1.826
C -2.072 -1.874 1.972 0.001 0.080 0.093 1.742
Cl -0.800 -3.054 2.022 0.068 -0.099 -0.042 -0.201
C -3.370 -2.337 2.186 -0.078 0.174 0.023 -0.340
Cl -3.693 -4.006 2.518 0.003 -0.099 0.003 -0.245
C -4.435 -1.445 2.135 0.084 -0.016 -0.010 0.576
Cl -6.058 -1.998 2.379 -0.081 -0.023 0.019 -0.246
C -4.180 -0.099 1.894 0.114 -0.125 0.061 -0.366
Cl -5.502 1.015 1.832 -0.094 0.088 0.009 -0.242
N 2.308 2.878 3.516 -0.033 -0.006 0.015 -0.548
C 1.479 2.000 2.814 0.062 -0.027 0.060 0.576
O 0.423 2.385 2.371 0.047 0.144 0.159 -0.484
C 2.033 0.597 2.697 -0.003 -0.022 -0.111 -0.860
C 1.017 -0.484 2.345 -0.130 0.300 0.164 -1.299
H 2.115 3.849 3.331 0.027 0.004 -0.027 0.247
H 3.282 2.628 3.561 0.014 0.022 -0.035 0.213
H 2.581 0.385 3.627 0.009 -0.024 -0.005 0.377
H 2.783 0.658 1.900 0.006 0.018 0.024 0.307
H 0.486 -0.801 3.247 0.026 -0.031 -0.009 0.600
H 1.545 -1.345 1.925 -0.019 -0.023 0.046 0.359
O 2.939 -0.959 -0.790 -0.091 0.069 -0.026 -0.739
S 2.374 0.337 -1.101 0.280 -0.021 -0.066 1.362
O 3.362 1.379 -1.350 -0.087 -0.105 0.035 -0.804
O 1.364 0.810 -0.149 -0.041 0.030 0.094 -0.601
C 1.565 0.144 -2.720 0.060 0.058 0.056 -0.284
C 2.418 0.396 -3.791 0.050 0.050 -0.093 -0.726
C 1.988 0.292 -5.105 -0.053 -0.020 0.034 -0.500
C 0.674 -0.064 -5.367 0.041 0.009 0.033 -0.506
C -0.181 -0.324 -4.309 -0.038 -0.030 -0.055 -0.499
C 0.248 -0.235 -2.989 -0.122 0.037 0.078 0.003
S -0.963 -0.689 -1.726 0.375 -0.451 0.078 1.517
O -2.104 -1.206 -2.459 -0.041 0.372 -0.040 -0.755
O -0.266 -1.677 -0.924 -0.048 -0.195 -0.190 -0.574
O -1.217 0.545 -0.964 -0.157 -0.171 0.215 -0.643
H 3.432 0.700 -3.571 -0.003 -0.001 0.022 0.433
H 2.681 0.495 -5.914 -0.006 0.001 -0.010 0.340
H 0.313 -0.144 -6.387 0.006 0.000 -0.004 0.354
H -1.207 -0.622 -4.478 0.005 0.006 0.003 0.486
```
Forces are in eV/Å.

Properties
- HOMO (spin up / spin down) (eV) = -1.6183 / -1.6228
- total charge = -2
- DFT total energy (eV) = -156868.0786